# C4H5NO2

A structure of composition C4H5NO2 (ωB97M-V/def2-TZVPD, the Open Molecules 2025 dataset).

The geometry in XYZ format:
```
12
Properties=species:S:1:pos:R:3:forces:R:3
O 0.996 2.186 0.821 -0.2 -0.4 -0.2
C 0.551 1.179 0.321 0.2 0.2 0.2
N 1.232 0.271 -0.470 0.1 0.1 0.1
C 0.398 -0.889 -0.700 -0.1 0.1 -0.5
C -0.936 -0.480 -0.541 0.2 -0.2 -0.1
O -0.880 -0.469 1.407 0.2 -0.1 0.2
C -0.863 0.596 0.474 -0.1 0.2 -0.1
H 2.232 0.189 -0.367 -0.1 0.0 0.0
H 0.019 -1.187 0.563 -0.3 0.1 0.3
H 0.749 -1.690 -1.338 -0.1 0.1 0.1
H -1.835 -1.032 -0.782 0.1 0.1 0.0
H -1.661 1.327 0.612 0.1 -0.1 0.0
```
Positions in Å, forces in eV/Å.

Its energy above the lowest of the compared OMol25 structures with the same formula, charge and spin is 96.1 kcal per mole. The value obtained for the molar mass is 99.1 g/mol. As for the total energy: -360.51624 Eh.

List of Mulliken charges in e, atom by atom: -0.5697 0.2762 -0.1772 -0.5377 -0.3666 -0.5961 0.0995 0.2587 0.4346 0.4186 0.3509 0.4088